# 1
{"formula": "C34H50ClNOP2Sn", "method": "ωB97M-V with the def2-TZVPD basis set", "e_homo_ev": -6.6873, "orbital_gap_ev": 7.36, "charge": 0, "species": ["Sn", "C", "C", "C", "P", "C", "C", "C", "C", "C", "C", "C", "C", "C", "C", "N", "C", "C", "C", "C", "C", "C", "C", "P", "C", "C", "C", "C", "C", "C", "H", "H", "H", "H", "H", "H", "H", "H", "H", "H", "H", "H", "H", "H", "H", "H", "H", "H", "H", "H", "H", "H", "H", "H", "H", "H", "H", "H", "H", "H", "H", "H", "H", "H", "H", "H", "H", "H", "H", "H", "Cl", "C", "C", "C", "C", "C", "C", "C", "H", "H", "H", "H", "H", "H", "C", "O", "H", "H", "H", "H"], "xyz": [[-0.299, -0.055, 0.248], [-0.707, 2.364, 3.847], [0.484, 1.440, 4.116], [1.366, 2.006, 5.228], [1.318, 1.038, 2.502], [2.850, 2.081, 2.451], [2.477, 3.541, 2.200], [3.786, 1.575, 1.356], [1.952, -0.650, 2.737], [2.252, -1.199, 3.985], [2.712, -2.496, 4.138], [3.042, -3.062, 5.493], [2.855, -3.264, 2.982], [2.550, -2.754, 1.738], [2.098, -1.434, 1.577], [1.743, -0.928, 0.321], [2.480, -1.344, -0.780], [3.873, -1.539, -0.690], [4.619, -1.940, -1.775], [4.036, -2.175, -3.021], [4.857, -2.593, -4.211], [2.671, -1.983, -3.119], [1.886, -1.574, -2.037], [0.108, -1.286, -2.165], [-0.686, -2.961, -2.187], [-0.913, -3.425, -0.747], [0.079, -4.029, -2.965], [-0.218, -0.484, -3.808], [0.879, 0.523, -4.155], [-0.507, -1.398, -4.997], [-1.269, 2.545, 4.766], [-1.386, 1.924, 3.113], [-0.381, 3.332, 3.461], [0.087, 0.473, 4.441], [1.721, 3.007, 4.979], [2.241, 1.390, 5.434], [0.790, 2.089, 6.153], [3.357, 1.994, 3.417], [1.982, 3.649, 1.232], [3.375, 4.163, 2.185], [1.808, 3.942, 2.963], [3.291, 1.578, 0.382], [4.121, 0.558, 1.556], [4.667, 2.219, 1.293], [2.120, -0.595, 4.875], [2.805, -2.351, 6.284], [4.103, -3.307, 5.573], [2.481, -3.978, 5.688], [3.198, -4.290, 3.063], [2.655, -3.383, 0.862], [4.363, -1.369, 0.260], [5.690, -2.071, -1.657], [5.785, -3.073, -3.899], [5.125, -1.735, -4.832], [4.312, -3.297, -4.842], [2.189, -2.174, -4.071], [-1.660, -2.789, -2.653], [0.028, -3.455, -0.191], [-1.332, -4.434, -0.743], [-1.597, -2.765, -0.215], [1.043, -4.228, -2.495], [0.263, -3.754, -4.002], [-0.493, -4.960, -2.962], [-1.137, 0.067, -3.595], [1.776, 0.026, -4.522], [1.172, 1.127, -3.297], [0.523, 1.193, -4.942], [0.378, -1.948, -5.321], [-0.833, -0.786, -5.842], [-1.300, -2.116, -4.788], [-5.413, 3.145, -3.204], [-3.856, 2.856, -2.479], [-2.721, 2.824, -3.272], [-1.487, 2.577, -2.689], [-1.349, 2.345, -1.318], [-0.053, 1.986, -0.688], [-2.517, 2.413, -0.545], [-3.759, 2.666, -1.110], [-2.804, 2.995, -4.338], [-0.605, 2.570, -3.316], [0.137, 2.604, 0.191], [0.789, 2.090, -1.370], [-2.452, 2.256, 0.527], [-4.647, 2.710, -0.494], [-4.190, -1.053, -2.594], [-2.996, -0.530, -2.036], [-5.070, -0.767, -2.013], [-4.111, -2.140, -2.580], [-4.330, -0.725, -3.629], [-3.139, 0.397, -1.806]], "lowdin_charge": [1.00, -0.13, -0.55, -0.12, 1.01, -0.54, -0.12, -0.11, -0.32, -0.05, -0.28, -0.06, -0.04, -0.03, -0.36, -0.17, -0.32, -0.03, -0.03, -0.28, -0.06, -0.07, -0.29, 1.01, -0.53, -0.14, -0.11, -0.52, -0.12, -0.10, 0.08, 0.05, 0.07, 0.10, 0.07, 0.06, 0.08, 0.10, 0.07, 0.08, 0.05, 0.08, 0.06, 0.08, 0.09, 0.07, 0.08, 0.08, 0.11, 0.11, 0.11, 0.11, 0.07, 0.08, 0.08, 0.10, 0.09, 0.07, 0.08, 0.03, 0.08, 0.05, 0.08, 0.07, 0.07, 0.06, 0.08, 0.06, 0.08, 0.07, 0.65, -0.69, -0.10, -0.05, -0.35, -0.32, -0.08, -0.12, 0.11, 0.10, 0.01, 0.04, 0.10, 0.11, -0.13, -0.17, 0.08, 0.07, 0.08, 0.03]}


# 2
{"formula": "C16H19NO2S", "method": "ωB97M-V with the def2-TZVPD basis set", "e_homo_ev": -8.3655, "smiles": "CCCOc1ccc(CNC(=O)Cc2cccs2)cc1", "orbital_gap_ev": 9.04, "charge": 0, "species": ["C", "C", "C", "O", "C", "C", "C", "C", "C", "C", "H", "H", "C", "N", "C", "O", "C", "C", "C", "C", "C", "S", "H", "H", "H", "H", "H", "H", "H", "H", "H", "H", "H", "H", "H", "H", "H", "H", "H"], "xyz": [[-0.838, -4.954, 2.638], [-1.156, -3.476, 2.462], [-0.578, -2.644, 3.610], [-0.899, -1.273, 3.508], [-0.225, -0.478, 2.633], [-0.669, 0.843, 2.563], [-0.053, 1.749, 1.727], [1.029, 1.367, 0.942], [1.467, 0.053, 1.011], [0.853, -0.867, 1.843], [1.232, -1.876, 1.869], [2.303, -0.257, 0.401], [1.684, 2.329, -0.014], [1.257, 2.066, -1.376], [2.049, 1.469, -2.284], [3.212, 1.194, -2.087], [1.373, 1.152, -3.629], [0.051, 1.794, -3.837], [-1.184, 1.302, -3.534], [-2.231, 2.204, -3.831], [-1.780, 3.372, -4.351], [-0.065, 3.398, -4.491], [-2.345, 4.226, -4.667], [-3.271, 1.986, -3.666], [-1.342, 0.323, -3.118], [2.078, 1.449, -4.408], [1.271, 0.064, -3.671], [0.276, 2.185, -1.582], [2.770, 2.204, -0.004], [1.433, 3.362, 0.244], [-0.411, 2.768, 1.688], [-1.504, 1.134, 3.182], [-1.030, -2.961, 4.555], [0.507, -2.788, 3.685], [-2.237, -3.325, 2.437], [-0.751, -3.119, 1.512], [0.238, -5.116, 2.653], [-1.260, -5.532, 1.819], [-1.253, -5.326, 3.572]], "lowdin_charge": [-0.11, -0.23, -0.21, -0.05, -0.27, 0.00, -0.04, -0.22, -0.02, -0.01, 0.11, 0.12, -0.12, 0.08, -0.50, 0.05, -0.11, -0.57, -0.14, -0.19, -0.42, 1.04, 0.06, 0.10, 0.12, 0.12, 0.13, 0.13, 0.13, 0.12, 0.11, 0.12, 0.13, 0.12, 0.12, 0.10, 0.07, 0.07, 0.07]}


# 3
{"formula": "C4H16NO2", "method": "ωB97M-V with the def2-TZVPD basis set", "spin_multiplicity": 2, "e_homo_ev": [-2.7487, -11.0841], "orbital_gap_ev": [3.58, 11.75], "charge": 0, "species": ["C", "C", "C", "C", "N", "H", "H", "H", "H", "H", "H", "H", "H", "H", "H", "H", "H", "H", "H", "O", "H", "H", "O"], "xyz": [[0.274, 0.169, -1.051], [-1.152, -0.334, -1.305], [-2.209, 0.772, -0.900], [-2.695, 0.760, 0.542], [0.954, 0.045, 0.312], [0.344, 1.292, -1.313], [0.913, -0.403, -1.708], [-1.316, -1.322, -0.867], [-1.189, -0.500, -2.352], [-3.023, 0.710, -1.734], [-1.650, 1.742, -1.158], [-1.950, 1.126, 1.282], [-3.457, 1.541, 0.922], [-3.225, -0.166, 0.742], [0.223, 0.345, 1.015], [1.239, -0.973, 0.398], [1.856, 0.535, 0.448], [0.369, -3.467, 2.310], [0.624, -3.931, 0.774], [0.484, -3.149, 1.363], [4.133, 1.602, 0.064], [3.672, 2.714, 1.010], [3.323, 1.979, 0.420]], "lowdin_charge": [-0.26, -0.22, -0.27, -0.16, 0.09, 0.13, 0.07, 0.10, 0.09, 0.13, 0.10, 0.04, 0.09, 0.06, 0.09, 0.08, 0.07, 0.05, 0.03, -0.19, 0.01, 0.06, -0.18]}


# 4
{"formula": "C16H34CaO3P2S", "method": "ωB97M-V with the def2-TZVPD basis set", "e_homo_ev": [-3.1655, -3.1242], "orbital_gap_ev": [3.17, 3.15], "charge": 0, "species": ["P", "P", "C", "C", "H", "H", "H", "H", "C", "H", "H", "H", "C", "H", "H", "H", "C", "H", "H", "H", "C", "H", "H", "H", "Ca", "C", "C", "C", "C", "C", "C", "C", "C", "C", "H", "H", "H", "H", "H", "H", "H", "H", "H", "H", "H", "H", "H", "H", "H", "C", "S", "O", "O", "O", "H", "H", "H"], "xyz": [[-0.045, -0.926, 2.626], [1.784, 1.219, -0.923], [0.540, 0.619, 1.839], [0.309, 0.824, 0.253], [1.618, 0.739, 2.144], [0.033, 1.443, 2.325], [-0.346, 0.078, -0.257], [-0.285, 1.733, 0.049], [1.664, 2.997, -0.564], [2.701, 3.318, -0.325], [1.071, 3.157, 0.354], [1.218, 3.610, -1.363], [1.495, 0.973, -2.763], [0.891, 1.751, -3.265], [1.042, -0.013, -3.022], [2.475, 1.003, -3.293], [-1.205, -0.589, 3.963], [-0.856, -1.025, 4.917], [-2.227, -0.964, 3.739], [-1.199, 0.499, 4.147], [-0.763, -2.278, 1.678], [-0.510, -2.314, 0.605], [-1.860, -2.252, 1.790], [-0.422, -3.276, 1.988], [0.946, -1.433, -0.894], [-1.559, 0.637, -2.909], [-1.303, 1.796, -2.269], [-2.225, 2.436, -1.271], [-3.061, 1.513, -0.404], [-2.459, 0.188, 0.001], [-2.423, -0.943, -0.748], [-3.159, -1.127, -2.029], [-2.887, -0.015, -3.032], [1.343, -1.765, 3.383], [-0.862, 0.170, -3.612], [-0.632, 2.548, -2.714], [-2.853, 3.133, -1.859], [-1.657, 3.145, -0.671], [-3.336, 2.121, 0.492], [-3.986, 1.325, -0.948], [-2.035, 0.285, 1.002], [-1.985, -1.894, -0.410], [-4.235, -1.335, -1.865], [-2.786, -2.053, -2.464], [-3.000, -0.438, -4.038], [-3.619, 0.766, -2.867], [1.522, -2.779, 2.983], [1.023, -1.892, 4.435], [2.270, -1.196, 3.309], [5.327, -1.468, 0.072], [3.691, -1.945, 0.625], [3.030, -2.848, -0.367], [3.924, -2.457, 1.952], [2.846, -0.687, 0.591], [6.079, -2.258, 0.226], [5.717, -0.619, 0.657], [5.221, -1.237, -1.003]], "lowdin_charge": [0.88, 0.87, -0.27, -0.47, 0.10, 0.07, -0.05, 0.03, -0.30, 0.04, 0.04, 0.04, -0.35, 0.01, -0.04, 0.05, -0.19, 0.06, 0.07, 0.06, -0.26, -0.09, 0.06, 0.07, 0.94, -0.14, -0.17, -0.22, -0.19, -0.17, -0.20, -0.22, -0.20, -0.20, 0.08, 0.09, 0.12, 0.09, 0.12, 0.10, 0.07, 0.03, 0.12, 0.09, 0.12, 0.10, 0.07, 0.06, 0.05, -0.15, 0.40, -0.49, -0.35, -0.61, 0.07, 0.07, 0.07]}


Per-record M, g/mol: 704.892, 289.400, 110.177, 408.538
Per-record E, eV: -76539.7475, -33321.0155, -9988.5292, -71129.7206
Per-record energy relative to the best compared isomer or geometry (same formula, charge and spin), kJ/mol: 0.0, 0.0, 104.0, 0.0